17
Properties=species:S:1:pos:R:3:lowdin_charge:R:1 method="wB97M-V/def2-TZVPD" smiles=OCCC1COC1 total_charge=0 de_lowest_kcal_mol=53.9 homo_lumo_gap_ev=10.2
O 1.840 -0.048 1.347 -0.07
C 1.871 -0.403 -0.025 -0.27
C 0.465 -0.827 -0.412 -0.16
C -0.535 0.319 -0.437 -0.26
C -2.019 -0.071 -0.529 -0.16
O -2.342 0.646 0.667 -0.11
C -0.957 0.958 0.898 -0.15
H 2.654 0.416 1.570 0.09
H 2.576 -1.231 -0.204 0.11
H 2.194 0.447 -0.647 0.12
H 0.135 -1.584 0.312 0.13
H 0.488 -1.313 -1.397 0.12
H -0.242 1.064 -1.187 0.14
H -2.198 -1.151 -0.424 0.12
H -2.577 0.300 -1.398 0.12
H -0.796 2.040 0.987 0.12
H -0.558 0.460 1.788 0.11

17
Properties=species:S:1:pos:R:3:lowdin_charge:R:1 method="wB97M-V/def2-TZVPD" smiles="C=C(O)/C=C/C.O" total_charge=0 de_lowest_kcal_mol=63.4 homo_lumo_gap_ev=8.9
C 2.770 -0.098 -0.398 0.07
C 1.620 -0.362 0.227 -0.42
O 1.340 -1.604 0.785 0.00
C 0.533 0.621 0.324 -0.07
C -0.731 0.378 0.733 -0.16
C -1.731 1.342 1.204 -0.11
H 3.623 -0.725 -0.180 0.07
H 2.766 0.758 -1.048 0.06
H 0.887 -2.105 0.092 0.11
H 0.830 1.650 0.214 0.11
H -0.928 -0.683 0.851 0.10
H -1.511 2.360 0.917 0.07
H -1.901 1.167 2.286 0.09
H -2.779 1.215 0.825 0.08
O -1.650 -0.937 -2.345 -0.05
H -1.069 -1.517 -2.833 0.03
H -2.069 -1.462 -1.655 0.03

17
Properties=species:S:1:pos:R:3:lowdin_charge:R:1 method="wB97M-V/def2-TZVPD" smiles="COC[C@@H](C)C=O" total_charge=0 de_lowest_kcal_mol=41.2 homo_lumo_gap_ev=10.4
C 2.650 -0.387 0.422 -0.11
O 1.526 0.244 -0.141 -0.19
C 0.338 -0.458 0.127 -0.24
C -0.831 0.274 -0.514 -0.32
C -2.138 -0.497 -0.328 -0.06
C -0.957 1.711 -0.033 -0.21
O -1.924 2.394 -0.280 0.05
H 2.580 -0.436 1.520 0.09
H 3.528 0.200 0.144 0.09
H 2.766 -1.411 0.036 0.09
H 0.187 -0.553 1.217 0.14
H 0.390 -1.483 -0.281 0.13
H -0.618 0.355 -1.590 0.16
H -2.983 0.089 -0.694 0.08
H -2.108 -1.447 -0.871 0.08
H -2.313 -0.718 0.732 0.09
H -0.093 2.123 0.533 0.13